[1]
ORCA calculation (the ωB97M-V functional and the def2-TZVPD basis) on a molecular structure, C16H23IN2OTi at a distorted geometry.

Structure (XYZ):
```
44
Properties=species:S:1:pos:R:3:forces:R:3
C 1.433896 0.728975 2.857119 -0.758 1.389 -1.604
C 1.421287 -0.735311 2.976793 0.277 -1.096 -1.796
H 2.318649 1.002390 2.272235 0.048 0.430 0.505
H 1.235856 1.373020 3.690785 0.298 0.185 0.734
H 0.609781 0.902809 2.127454 0.301 0.480 0.493
H 1.413989 -0.912666 1.856404 0.232 -1.182 1.414
H 2.276405 -1.212021 3.448376 0.083 0.042 0.044
H 0.506690 -1.129935 3.369092 -0.536 -0.284 0.398
C -0.407197 2.741498 -1.909466 -0.329 -0.271 -1.893
C 0.059763 3.501837 -2.965260 -0.191 0.603 2.368
C 0.056725 2.941948 -4.230523 -0.395 -1.421 -1.503
C -0.262328 1.586209 -4.418113 0.188 0.371 -1.064
H -0.353130 3.016125 -0.855157 -0.249 0.073 -0.377
H 0.403624 4.528559 -2.763352 -0.036 -0.680 -0.260
H 0.310707 3.556568 -5.088635 0.125 -0.236 0.075
H -0.176333 1.105295 -5.395362 0.180 0.444 0.150
N -0.976342 1.511178 -2.204814 0.679 0.619 0.132
C -0.718588 0.793076 -3.374916 -0.219 -0.019 0.298
C -0.847243 -0.698072 -3.352017 -0.326 -0.410 0.362
N -1.210054 -1.346353 -2.149863 1.107 -1.129 -1.389
C -0.835725 -2.633971 -1.851855 -0.845 -0.015 -1.619
C -0.576833 -2.961897 -4.182580 -0.123 0.676 -0.566
C -0.652887 -3.524588 -2.900412 -0.119 0.649 1.073
H -0.747165 -2.895458 -0.793499 -0.393 0.065 -0.393
H -0.604076 -4.593699 -2.695536 0.306 0.333 -0.253
C -0.569915 -1.578694 -4.401820 -0.092 -0.147 -0.243
H -0.389091 -1.129782 -5.380726 0.048 -0.522 0.169
H -0.503536 -3.625588 -5.028477 0.198 -0.003 -0.193
Ti -1.083675 0.090183 -0.968378 -0.623 1.202 5.566
I 1.551885 -0.220209 -0.874675 0.649 0.002 0.239
C -4.124187 1.159012 1.077780 -0.362 0.255 -0.084
C -3.150235 0.107593 1.527302 1.295 -0.510 -0.346
C -2.617590 0.435088 2.910560 -0.055 0.047 0.362
C -3.771943 -1.279727 1.522600 -0.355 -0.305 0.105
O -2.023930 0.094117 0.637117 -0.025 -0.121 -0.665
H -4.993543 1.167128 1.722726 -0.264 -0.003 0.236
H -4.481203 0.989821 0.067426 0.052 -0.132 -0.254
H -3.678281 2.145101 1.126097 0.192 0.215 -0.044
H -3.457703 0.484843 3.605944 0.050 0.027 0.137
H -1.914295 -0.323248 3.273856 -0.127 0.099 -0.197
H -2.109928 1.402687 2.911943 -0.038 -0.063 -0.046
H -4.067585 -1.601994 0.519722 0.107 0.167 -0.005
H -3.094913 -2.032806 1.938541 0.048 0.191 -0.099
H -4.675504 -1.282837 2.137263 -0.001 -0.014 0.035
```
Forces are in eV/Å.

The expectation value of S² is 2.02. The HOMO-LUMO gap (spin up / spin down) comes out at 0.215 / 0.283 hartree. The highest occupied orbital energy (spin up / spin down) comes out at -0.222 / -0.311 hartree. As for the net charge: 0. As for the spin multiplicity: 3.



[2]
ORCA calculation (the ωB97M-V functional and the def2-TZVPD basis) on a molecular structure, C16H23N2NiSi.

Structure (XYZ):
```
43
Properties=species:S:1:pos:R:3:forces:R:3
Ni 0.063634 0.246356 0.862291 0.002 0.021 0.030
C 3.524238 0.241834 0.319788 -0.002 0.004 -0.013
C 2.287259 0.953111 0.774155 -0.026 0.022 -0.035
C 1.556947 1.766381 -0.105266 0.030 -0.038 0.026
C 0.414634 2.434332 0.339492 -0.015 -0.019 -0.018
C 0.016354 2.375245 1.687367 0.024 -0.020 0.044
C 0.747197 1.598514 2.582687 0.027 -0.025 -0.015
C 1.838564 0.853460 2.108290 -0.062 0.031 -0.005
H 4.369962 0.930385 0.376175 -0.003 0.004 -0.008
H 3.433141 -0.091296 -0.712648 -0.001 -0.005 0.002
H 3.747706 -0.613782 0.951016 0.001 0.002 0.000
H 1.856899 1.840945 -1.141927 -0.003 0.001 -0.002
H -0.174303 3.007281 -0.362806 0.001 0.000 0.003
H -0.865820 2.906264 2.015495 0.002 0.004 -0.002
H 0.448265 1.520053 3.618344 -0.003 0.004 0.000
H 2.372283 0.206794 2.789976 -0.002 -0.001 0.008
C -2.942827 1.687690 -0.608821 0.019 0.000 0.016
C -2.831589 0.236643 -0.262774 -0.056 0.029 -0.030
C -3.880255 -0.645004 -0.407269 -0.008 0.027 -0.011
C -3.700353 -1.983761 -0.048378 0.037 -0.036 0.015
C -2.497132 -2.440054 0.439101 -0.038 -0.020 -0.014
C -1.453727 -1.511320 0.542736 0.019 -0.057 0.011
N -1.655356 -0.223005 0.190324 0.009 0.073 -0.044
N -0.173702 -1.625756 0.980760 0.008 0.035 0.007
Si 0.475943 -2.987337 1.889488 -0.004 -0.015 0.028
C 0.132202 -4.574016 0.967157 0.002 -0.019 -0.011
C 2.324386 -2.783704 2.013137 0.008 -0.002 0.001
C -0.294214 -3.019473 3.587553 0.013 0.004 0.017
H -3.941146 1.919539 -0.970517 0.000 0.005 0.001
H -2.226583 1.954222 -1.387869 0.006 -0.012 0.002
H -2.747309 2.309354 0.267262 0.004 0.000 -0.003
H -4.826300 -0.297184 -0.794504 0.003 0.007 0.000
H -4.527284 -2.674493 -0.152482 0.004 -0.004 0.003
H -2.357919 -3.468965 0.729530 0.005 -0.004 0.001
H 0.264290 -4.447116 -0.109001 -0.002 -0.009 -0.001
H -0.865174 -4.976081 1.145527 -0.008 0.008 0.002
H 0.841930 -5.335612 1.299447 0.004 0.004 -0.005
H 2.782975 -2.712107 1.025217 0.000 0.005 0.002
H 2.739108 -3.669559 2.499846 -0.001 0.001 -0.001
H 2.629124 -1.926260 2.613487 0.009 0.002 0.002
H -1.382952 -3.087085 3.529084 0.000 -0.007 -0.008
H -0.049055 -2.118226 4.154790 0.004 -0.003 0.001
H 0.059558 -3.878604 4.161838 -0.007 0.002 0.004
```
Forces are in eV/Å.

The HOMO-LUMO gap (spin up / spin down) comes out at 0.262 / 0.267 hartree. The highest occupied orbital energy (spin up / spin down) comes out at -0.408 / -0.407 hartree. As for the net charge: +1.



[3]
ORCA calculation (the ωB97M-V functional and the def2-TZVPD basis) on 3 unconnected molecules or ions with the total composition C16H23N2O at a distorted geometry.

Structure (XYZ):
```
42
Properties=species:S:1:pos:R:3:forces:R:3
C 4.577000 -0.076609 0.349283 -0.845 0.820 -0.026
C 3.999524 1.338494 0.112573 1.598 -2.665 -1.336
O 2.918270 1.763422 1.088281 -1.655 0.438 -1.211
C 1.727479 1.377845 0.489449 -0.874 -0.285 0.222
C 1.267795 0.025911 0.771681 -1.264 0.485 -0.960
C 0.049930 -0.494133 0.166586 0.996 2.522 -0.490
C -0.706332 0.383919 -0.731726 1.418 -0.032 0.854
C -0.246807 1.743652 -1.016632 0.968 -1.161 1.057
C 0.975040 2.254380 -0.414258 -0.747 -2.073 0.358
H 4.778742 -0.287838 1.433661 -0.026 0.275 -0.751
H 3.905971 -0.881573 -0.063559 0.388 0.674 0.394
H 3.495507 1.305167 -0.898091 0.602 0.298 0.853
H 4.823710 2.091299 0.051346 -1.025 -0.079 0.732
H 1.872721 -0.616557 1.452188 -0.495 0.810 -0.704
H -0.242929 -1.541552 0.387623 -0.001 0.938 -0.292
H -1.622675 -0.052727 -1.191251 0.726 0.699 0.287
H -0.812426 2.401762 -1.717086 0.430 -0.689 0.735
H 1.333528 3.279605 -0.662578 -0.249 -1.012 0.370
C -2.444251 1.339140 2.970184 -0.037 -0.025 0.034
C -1.096669 2.014109 3.197713 -0.067 -0.321 -0.072
C -1.183193 3.543589 3.169198 -0.066 -0.187 -0.517
C -1.676877 3.997787 1.845597 0.335 0.050 0.719
N -2.045715 4.348042 0.818171 -0.149 0.071 -0.147
H -2.849314 1.574142 1.983640 0.043 0.034 0.033
H -2.339039 0.254326 3.027288 -0.001 0.050 -0.001
H -3.172783 1.650976 3.725398 -0.009 -0.019 -0.031
H -0.393742 1.669493 2.433992 0.020 0.104 0.062
H -0.699017 1.699010 4.166071 0.061 0.123 -0.030
H -0.198202 3.978407 3.348678 -0.062 0.062 -0.107
H -1.860623 3.906655 3.945920 -0.030 0.045 -0.095
C -2.146020 -3.404857 -3.631133 -0.023 0.025 -0.041
C -0.655493 -3.184487 -3.396031 -0.238 0.163 -0.166
C -0.045697 -4.209169 -2.435780 -0.271 0.323 0.345
C -0.708933 -4.122238 -1.110462 0.531 -0.231 -0.524
N -1.214716 -4.047101 -0.083836 -0.140 -0.011 0.066
H -2.719100 -3.293418 -2.708195 0.057 -0.051 -0.004
H -2.530593 -2.671213 -4.342189 0.013 -0.055 0.007
H -2.336420 -4.402883 -4.036016 -0.029 0.034 0.022
H -0.502750 -2.175361 -3.004117 0.118 -0.090 0.026
H -0.131851 -3.239773 -4.353707 0.089 -0.029 0.101
H 1.021544 -4.017654 -2.310523 -0.058 -0.038 0.129
H -0.164588 -5.221973 -2.827362 -0.034 0.009 0.097
```
Forces are in eV/Å.

The HOMO-LUMO gap comes out at 0.155 hartree. The highest occupied orbital energy comes out at -0.056 hartree. As for the net charge: -1.